{
  "formula": "C37H70BrN2O10P2S2",
  "method": "ωB97M-V/def2-TZVPD",
  "total_charge": -1,
  "homo_lumo_gap_ev": 3.15,
  "e_lumo_ev": -1.7274,
  "energy_ev": -173236.78937,
  "homo_energy_ev": -4.874,
  "max_force_ha_per_bohr": 0.18590,
  "relative_energy_ev": 0.000,
  "symbols": ["C", "C", "C", "C", "C", "C", "C", "C", "N", "C", "C", "C", "C", "C", "C", "C", "C", "C", "S", "S", "C", "C", "C", "N", "C", "C", "C", "Br", "C", "C", "O", "O", "C", "C", "C", "C", "C", "C", "H", "H", "H", "H", "H", "H", "H", "H", "H", "H", "H", "H", "H", "H", "H", "H", "H", "H", "H", "H", "H", "H", "H", "H", "H", "H", "H", "H", "H", "H", "H", "H", "H", "H", "H", "H", "H", "H", "H", "H", "H", "H", "H", "H", "H", "H", "H", "H", "H", "H", "H", "H", "C", "O", "P", "O", "O", "C", "O", "C", "H", "H", "H", "H", "H", "H", "H", "H", "H", "C", "O", "P", "O", "O", "C", "O", "C", "H", "H", "H", "H", "H", "H", "H", "H", "H"],
  "coordinates": [[5.079161, 0.405027, 3.501581], [5.813815, 1.337528, 2.406932], [5.744454, 0.638798, 0.940254], [4.655796, 1.508579, 0.082929], [3.215238, 1.206649, 0.788495], [2.097963, 1.235682, -0.409401], [1.211425, -0.127348, -0.340208], [1.918241, -1.217173, -1.293392], [0.979919, -2.238924, -1.848437], [1.785978, -3.096293, -2.808403], [2.302736, -4.463035, -2.112050], [1.426907, -5.698056, -2.649112], [0.976235, -6.753125, -1.526292], [0.404600, -6.080591, -0.172407], [-0.328006, -7.247006, 0.657385], [-1.760636, -7.687575, 0.031221], [-2.648076, -6.413429, -0.377769], [-0.057472, -1.599440, -2.723015], [0.312224, -0.680612, -4.087200], [-1.841625, -1.789219, -2.309188], [-2.000917, -2.484159, -0.562487], [-2.219099, -1.360662, 0.555645], [-3.732420, -0.881648, 0.748533], [-4.476833, -0.630553, -0.520509], [-5.920611, -0.963037, -0.179880], [-6.309842, -2.491301, -0.478029], [-7.788923, -2.468694, -1.178733], [-6.594488, -3.527620, 1.237229], [-4.527152, 0.829161, -0.865357], [-3.121641, 1.596272, -0.590273], [-2.090512, 1.341286, -1.319059], [-3.039613, 2.497445, 0.454081], [-4.791845, 0.998369, -2.459383], [-5.413205, -0.089672, -3.362289], [-5.583893, 0.155727, -4.898507], [-5.149200, 1.470009, -5.601088], [-4.562805, 2.589839, -4.696823], [-4.391760, 2.347417, -3.165855], [4.049107, 0.785493, 3.809693], [4.915812, -0.653318, 3.071123], [5.761960, 0.306650, 4.415402], [6.917651, 1.504217, 2.641236], [5.242444, 2.338781, 2.346101], [6.728902, 0.723844, 0.354260], [5.342618, -0.434641, 0.976844], [4.701743, 1.100853, -0.981118], [4.821159, 2.633165, 0.169414], [2.945769, 2.025458, 1.549673], [3.182284, 0.173661, 1.271587], [2.576548, 1.387373, -1.435650], [1.421061, 2.140697, -0.168714], [1.138879, -0.532373, 0.729421], [0.160100, 0.169410, -0.676469], [2.665479, -1.793421, -0.619489], [2.557780, -0.681004, -2.078078], [2.674347, -2.502728, -3.238414], [1.154373, -3.403984, -3.724292], [3.385860, -4.611978, -2.494328], [2.373105, -4.377146, -0.977812], [0.495789, -5.392283, -3.250249], [2.093610, -6.275254, -3.399679], [0.084100, -7.340545, -1.977107], [1.768962, -7.564795, -1.299932], [1.322840, -5.728074, 0.438979], [-0.227845, -5.149049, -0.351197], [-0.438009, -6.889812, 1.744482], [0.352557, -8.177907, 0.575069], [-2.336660, -8.357889, 0.754260], [-1.564053, -8.315776, -0.917660], [-2.586608, -5.658538, 0.488898], [-3.733299, -6.661431, -0.627724], [-2.155237, -5.901248, -1.283369], [-2.744603, -3.348655, -0.518462], [-0.960973, -2.950662, -0.350606], [-1.571812, -0.416344, 0.396804], [-1.873674, -1.804319, 1.559439], [-3.775755, -0.008899, 1.503756], [-4.281797, -1.754766, 1.277662], [-6.604629, -0.310593, -0.824824], [-6.119231, -0.669302, 0.913146], [-5.603019, -3.031118, -1.196149], [-8.376289, -1.524559, -0.860309], [-7.749060, -2.616335, -2.307755], [-8.389926, -3.345845, -0.722853], [-5.358508, 1.365441, -0.262236], [-5.753498, -1.087537, -2.938862], [-6.026495, -0.657501, -5.562923], [-5.234591, 1.661853, -6.724971], [-4.212126, 3.594978, -5.137533], [-3.944500, 3.222257, -2.565487], [11.762331, 3.880675, 5.216154], [11.328142, 2.573873, 4.864356], [9.723869, 2.163293, 5.328457], [10.050835, 2.404735, 6.803897], [10.015349, 0.599978, 4.925539], [11.160484, -0.050832, 5.454268], [8.094212, 1.765460, 5.688057], [7.827265, 0.832823, 6.720313], [12.579544, 4.166370, 4.549161], [10.951826, 4.603553, 5.110036], [12.132859, 3.886514, 6.241975], [11.473028, 0.377206, 6.409629], [11.980904, 0.016704, 4.736900], [10.918853, -1.103972, 5.608686], [8.184917, 1.195022, 7.685466], [8.266323, -0.140409, 6.492716], [6.743327, 0.714006, 6.787508], [-8.578065, 8.392827, -2.291718], [-7.216328, 8.262872, -2.674200], [-6.403282, 6.860469, -2.095459], [-6.672142, 7.241527, -0.637790], [-4.974491, 7.483427, -2.610100], [-4.602490, 8.791028, -2.206132], [-5.626789, 5.392571, -1.663626], [-4.611679, 5.414753, -0.669200], [-9.079960, 9.046119, -3.010309], [-9.077563, 7.422488, -2.288934], [-8.645548, 8.847692, -1.302586], [-5.055883, 9.072050, -1.252674], [-4.896241, 9.507340, -2.976613], [-3.516932, 8.823079, -2.096526], [-5.004038, 5.746935, 0.292978], [-3.775201, 6.045205, -0.976889], [-4.244197, 4.391498, -0.545484]],
  "forces_ev_per_angstrom": [[0.58, -0.33, -0.05], [-0.49, -0.91, -0.58], [-0.69, 2.13, -0.68], [-0.19, -1.71, 1.80], [-0.11, 0.57, -2.16], [-0.73, -0.03, 1.96], [0.30, 0.77, -0.94], [0.42, 0.48, 1.80], [-0.08, 0.70, -2.26], [0.59, -1.15, -0.26], [0.42, 0.42, -1.21], [0.61, -1.06, 0.15], [-1.25, 0.13, -0.38], [1.28, -0.98, 0.10], [-0.28, 0.17, -0.51], [0.12, 0.31, -0.47], [0.89, 0.15, 0.21], [-0.53, 0.67, 0.25], [-0.57, -1.18, 1.72], [1.54, -0.26, 0.43], [1.78, 0.02, 0.78], [-0.15, 0.63, 0.33], [0.59, -1.29, 1.20], [-1.57, 0.78, 1.40], [0.11, -0.13, -0.43], [-1.75, 1.14, -1.16], [-0.40, -0.84, 1.22], [0.62, 0.38, -0.83], [0.66, 1.23, -1.53], [3.33, 2.65, 2.44], [-3.33, 0.02, 1.54], [-1.53, -3.73, -3.99], [-0.61, 0.78, -3.43], [1.05, 3.25, -1.62], [1.35, 2.48, 1.25], [0.48, -0.24, 4.31], [-0.82, -3.16, 1.80], [-1.19, -1.85, -2.08], [1.49, -0.34, -0.39], [0.33, 1.63, 0.72], [-1.16, 0.14, -1.11], [-1.59, -0.11, 0.07], [1.21, -1.48, 0.15], [-1.19, -0.45, 1.15], [0.88, 1.51, -0.03], [-0.36, 0.90, 1.29], [0.18, -1.54, -0.48], [0.55, -1.40, -0.99], [0.25, 1.45, -0.52], [-0.75, -0.31, 1.45], [0.87, -1.52, -0.74], [0.12, 0.69, -1.48], [1.35, -0.68, 0.17], [-1.08, 0.71, -1.16], [-1.15, -0.76, 0.67], [-1.30, -0.73, 0.71], [0.89, 0.60, 1.62], [-1.66, 0.13, 0.73], [-0.40, -0.07, -1.53], [1.37, -0.08, 1.13], [-1.14, 0.88, 1.05], [1.45, 0.83, 0.60], [-1.05, 1.56, -0.16], [-1.53, -0.52, -0.82], [0.71, -1.39, 0.06], [0.06, -0.79, -1.53], [-0.97, 1.48, 0.56], [0.87, 0.92, -0.84], [-0.33, 0.90, 1.49], [-0.39, -1.05, -1.28], [1.52, 0.28, 0.42], [-0.89, -0.74, 1.28], [0.72, 1.41, -0.27], [-1.60, 0.70, -0.42], [-0.97, -1.74, -0.14], [-0.57, 0.53, -1.35], [0.10, -1.01, -1.32], [0.91, 1.26, -0.89], [1.03, -1.03, 0.77], [0.03, -0.57, -1.45], [-0.67, 0.73, 1.55], [1.11, -1.43, -0.77], [0.05, 0.52, 1.49], [0.92, 1.32, -1.04], [1.38, -0.67, -0.92], [0.64, 1.52, -0.63], [0.67, 1.13, 1.18], [0.02, -0.58, 1.87], [-0.66, -1.85, 0.80], [-0.77, -1.77, -0.92], [0.42, 0.36, 0.02], [-2.23, 0.96, -2.42], [2.57, -5.43, 7.44], [-0.40, 1.35, -0.93], [-0.67, 0.68, -0.54], [0.70, -0.09, -0.26], [-0.40, 2.24, -3.26], [0.23, -0.49, 0.41], [-0.17, -0.11, -0.06], [0.18, 0.07, 0.14], [-0.21, -0.04, 0.00], [-0.12, 0.15, -0.08], [0.03, -0.04, 0.14], [-0.22, 0.10, -0.12], [0.17, 0.06, -0.18], [0.04, 0.05, 0.03], [0.05, 0.18, -0.34], [-0.39, 0.27, 0.01], [-0.44, -2.55, -2.11], [4.98, 3.92, 7.06], [-1.21, -0.67, -1.03], [-0.55, -0.74, -0.43], [-0.10, 0.59, -0.30], [-2.54, -0.86, -3.34], [0.67, 0.30, 0.54], [0.14, -0.12, -0.06], [-0.11, 0.17, 0.13], [0.08, -0.20, 0.03], [-0.10, -0.16, -0.06], [0.02, 0.07, 0.12], [-0.05, -0.25, -0.08], [-0.11, 0.13, -0.20], [-0.07, 0.03, 0.02], [-0.16, -0.05, -0.21]],
  "mulliken_charge": [-0.71, -0.02, -0.70, -0.86, -0.16, -1.07, 0.56, -1.26, 0.59, -1.00, -0.45, -0.72, -0.62, 0.42, -0.74, -0.59, -0.69, 0.03, -0.21, -0.09, 0.05, -0.27, -1.19, 0.99, -1.40, 0.02, -1.01, -0.22, 0.57, -0.10, -0.65, -0.87, 0.24, 0.03, -0.62, -0.47, -0.67, -0.14, 0.25, 0.24, 0.01, 0.04, 0.25, 0.36, 0.27, 0.39, 0.31, 0.29, 0.19, 0.40, 0.39, 0.43, -0.52, 0.07, 0.44, 0.25, 0.62, 0.35, 0.22, 0.32, 0.30, 0.16, 0.29, 0.33, -0.37, 0.33, 0.30, 0.34, 0.26, 0.17, 0.39, 0.13, 0.15, -0.08, -0.05, 0.43, 0.28, 0.41, 0.53, 0.50, 0.37, 0.31, 0.25, 0.39, 0.31, 0.02, 0.27, 0.29, 0.31, 0.12, -0.69, -0.33, 1.07, -0.62, -0.29, -0.67, -0.36, -0.65, 0.25, 0.33, 0.26, 0.34, 0.25, 0.26, 0.30, 0.28, 0.28, -0.70, -0.34, 1.00, -0.63, -0.30, -0.67, -0.28, -0.10, 0.24, 0.32, 0.26, 0.33, 0.25, 0.26, 0.30, 0.22, -0.11]
}